Entry 1:
84
Properties=species:S:1:pos:R:3:forces:R:3:lowdin_spin:R:1 method="wB97M-V/def2-TZVPD" multiplicity=4 relative_energy_ev=0.0000 s_squared=3.765 e_homo_ev="-13.25 / -13.81" total_energy_ha=-2185.0689 charge=+2
Re -0.43950 1.22209 1.45527 -6.7886 -4.1329 -3.0545 1.581
C 0.85833 0.97083 3.11060 1.7028 0.5189 0.9431 0.031
C 1.60236 1.34503 1.93310 1.5070 1.4272 1.3283 0.057
C 0.03731 3.01142 2.38517 0.2128 1.2847 0.0962 0.035
C -0.09798 2.00044 3.37826 0.7842 -0.0442 1.2812 0.031
C 1.09491 2.62410 1.50441 2.2138 0.4436 0.9180 0.057
C 1.22286 -0.10759 4.08495 -0.2748 -0.8168 -0.2975 0.009
H 2.13026 -0.62419 3.74871 -0.1568 0.1658 0.2442 0.000
H 0.43867 -0.87184 4.15195 0.2664 0.3086 0.1496 0.000
H 1.36279 0.28831 5.10556 0.0731 0.0537 -0.5620 0.001
C -0.91340 2.13743 4.62009 -0.6475 -0.1455 0.1093 0.009
H -0.46515 1.60806 5.47233 -0.0548 0.0940 -0.3597 0.000
H -1.91311 1.71844 4.45945 0.2568 0.3854 0.3117 0.000
H -1.01144 3.19536 4.89580 0.0251 -0.2858 -0.1333 0.001
C -0.69088 4.31158 2.42094 -0.5015 0.2741 -0.1607 0.004
H -0.50300 4.85501 3.35772 0.0540 -0.2046 -0.2450 -0.001
H -1.77446 4.15910 2.33708 0.1974 0.0817 0.1157 0.000
H -0.39859 4.95648 1.59419 0.0315 0.0100 0.0132 0.001
C 1.63531 3.49120 0.44159 -0.2595 0.3900 -0.6198 0.014
H 1.62451 4.54522 0.74600 0.2420 -0.2924 0.1026 0.002
H 0.99452 3.44199 -0.44638 0.3771 0.2182 0.4902 0.002
H 2.64850 3.18602 0.17855 -0.0686 0.1837 -0.0766 0.000
C 2.78698 0.61403 1.39834 0.1796 -0.5636 -0.3292 0.018
H 3.65300 0.64962 2.07379 -0.3614 0.2053 0.0861 0.003
H 3.13820 1.01168 0.44261 -0.2168 -0.0129 0.0383 0.000
H 2.56420 -0.45196 1.26222 -0.0164 0.1610 -0.0470 0.003
C 0.74942 -3.90541 0.30046 -0.0886 -0.6912 0.3148 0.000
C 1.99394 -3.61276 0.67116 -0.0156 0.3726 -0.0559 0.003
C 3.07196 -3.06816 -0.22901 0.5599 0.4222 0.2194 0.041
C 2.73812 -2.84244 -1.74035 0.5390 -0.5502 0.2821 0.085
C 2.18765 -1.51142 -2.00346 0.7425 0.2907 -0.8558 0.589
C 0.78213 -1.17901 -2.16506 -2.1737 2.4348 2.0697 0.103
C 0.04295 -1.77072 -0.92702 -0.8410 0.7022 0.3210 0.053
C -0.03780 -3.30616 -0.83001 -0.7333 -0.4346 -0.4436 0.002
H 3.86018 -3.83681 -0.18829 -0.1413 0.1872 -0.0288 0.002
H 2.10350 -3.66365 -2.08674 0.2583 0.1898 -0.0331 0.000
H 3.54645 -2.17103 0.22745 -0.1705 -0.3313 -0.4296 0.000
H 0.18959 -3.82252 -1.78269 -0.2281 0.3941 0.2238 0.001
H 0.21377 -4.69103 0.84156 -0.0249 0.7033 0.4109 0.000
H 2.29993 -3.78470 1.71604 0.0738 -0.6719 -0.7147 0.001
H -1.10812 -3.52942 -0.63353 0.6278 -0.1046 -0.0893 0.001
H 0.54036 -1.34210 -0.02936 -0.0299 -0.4452 -0.3738 0.009
H 0.75924 -0.05633 -1.99807 -0.0139 -1.0885 0.1273 0.002
H -0.99121 -1.35702 -0.83699 0.6004 -0.1735 -0.3515 0.008
H 3.68040 -2.89024 -2.31432 -0.1542 -0.2358 0.3318 0.025
H 2.83543 -0.67507 -1.72622 -0.1479 -0.1808 -0.3006 0.028
P -0.32532 -1.11719 -3.65295 1.7846 -0.8044 -1.3181 0.032
P -0.35657 2.09426 -1.94761 0.3401 1.8973 -2.3336 0.023
C -0.17967 0.51547 -4.43616 -0.0701 -0.2257 -0.1232 0.005
C -0.92116 1.66363 -3.72899 -0.2357 -0.4848 0.4405 0.007
H -0.62632 0.36750 -5.43121 0.1041 0.0441 0.1068 0.001
H 0.89200 0.72734 -4.61363 -0.5008 -0.0596 0.2138 0.001
H -0.74614 2.56900 -4.33040 -0.0982 -0.3238 0.3247 0.001
H -2.01401 1.51040 -3.70532 0.4069 -0.0932 -0.1364 0.000
C -1.01459 3.83900 -2.20379 -0.3724 -0.1054 0.5422 0.000
H -0.64321 4.51882 -1.42980 -0.1404 -0.0855 -0.0936 0.000
H -2.11140 3.82597 -2.15747 0.2346 0.1113 0.0130 0.000
H -0.69468 4.22288 -3.19085 -0.1658 -0.2419 0.5978 0.000
C 1.32387 2.58852 -2.64393 0.3372 -0.4941 0.4066 0.002
H 1.16809 3.23706 -3.51676 0.0407 -0.2436 0.2730 0.000
H 1.87441 1.69612 -2.95902 0.0858 0.1627 0.0574 0.001
H 1.93740 3.11809 -1.91217 -0.0615 -0.1753 -0.4741 0.000
C -2.08160 -1.51214 -3.74961 -0.4169 -0.0872 0.7502 0.008
H -2.39077 -2.22365 -2.97267 0.0391 0.0846 -0.3003 0.000
H -2.24427 -1.94395 -4.75061 0.1083 0.0925 0.4026 0.002
H -2.69751 -0.60736 -3.65796 0.2379 -0.2560 0.0813 0.000
C 0.49623 -2.31830 -4.71204 -0.2932 -0.0019 -0.4724 0.007
H 1.50104 -1.95884 -4.96248 -0.2027 -0.0927 0.0141 0.005
H -0.10725 -2.46160 -5.61610 0.3646 -0.1035 0.0437 0.000
H 0.58957 -3.27039 -4.17344 -0.0812 0.2091 -0.1455 0.000
C -1.34282 -2.37723 2.64503 -0.4202 0.3361 -0.7900 0.002
Si -2.60156 -1.03796 2.15952 -0.6338 -1.0783 0.9806 0.017
C -4.20796 -1.71696 1.49072 0.1151 0.0520 -0.3524 0.003
C -3.04649 -0.30213 3.83318 0.0594 0.2503 -0.3025 0.002
O -2.01081 0.05388 1.04360 2.0616 1.5106 0.4109 0.066
H -1.91967 -3.17710 3.11636 0.0920 -0.0534 -0.0031 0.000
H -0.62678 -2.01045 3.37194 -0.0676 -0.0475 0.0624 0.001
H -0.76973 -2.79088 1.81394 -0.1238 -0.0858 0.0820 0.000
H -4.60030 -2.51069 2.13751 0.1019 0.1152 -0.1307 0.000
H -4.95369 -0.91137 1.46428 0.1200 -0.1210 0.0431 0.000
H -4.12638 -2.10205 0.46632 -0.0161 -0.0408 0.1920 0.000
H -2.19180 -0.25432 4.51271 -0.1330 -0.0981 -0.0251 0.000
H -3.45406 0.70564 3.71461 -0.1724 -0.0500 0.1329 0.000
H -3.81918 -0.92085 4.30743 0.1562 0.0911 -0.1369 0.000

***

Entry 2:
56
Properties=species:S:1:pos:R:3:forces:R:3:lowdin_spin:R:1 method="wB97M-V/def2-TZVPD" multiplicity=3 relative_energy_ev=3.2381 s_squared=2.005 e_homo_ev="-6.59 / -6.55" total_energy_ha=-3592.8287
Pd 0.32921 0.90041 0.58075 0.0406 2.7665 0.7966 1.478
S 0.66346 3.50191 -0.24639 -1.7686 5.6963 -0.6647 0.008
O 0.07503 4.78486 0.20881 0.4514 -1.2981 1.2090 0.027
O 1.32667 3.81117 -1.46854 2.1172 -0.6445 -2.1853 0.012
O 1.42898 2.71460 0.69625 3.2200 -0.2992 2.8103 0.135
O -0.41132 2.54975 -0.44921 -4.3436 -2.1749 -2.0280 0.143
C 2.97593 -1.87331 2.55738 0.0331 0.1652 0.4922 0.000
S 2.95750 -0.02485 2.87909 -1.5199 0.4247 -0.0238 0.004
O 1.62685 0.55815 2.36828 2.9041 -1.4574 1.8805 0.013
C 2.66461 -0.05221 4.71743 -0.4675 -1.3062 -0.4863 0.002
H 2.24124 -2.40249 3.16425 -0.4868 0.2506 -0.3476 0.000
H 3.91031 -2.37175 2.81541 0.4375 0.6465 0.2140 0.000
H 2.87256 -2.03673 1.48467 -0.4549 0.2711 0.0688 0.000
H 1.57845 -0.14300 4.72879 -0.1312 0.7149 0.1054 0.000
H 3.06912 0.77776 5.29675 -0.1260 0.0911 -0.5379 0.000
H 2.94520 -1.00064 5.17552 0.6916 -0.0109 -0.1430 0.000
C -3.70740 1.28695 3.14272 -0.0963 -0.2586 -1.0211 0.007
S -2.26587 2.26653 2.50140 -0.7483 0.1159 -0.4253 0.011
O -1.36597 1.18286 1.95917 -1.1023 0.3522 0.6725 0.039
C -3.11600 3.04527 1.06397 -0.2078 0.8050 -0.6970 -0.001
H -3.29083 0.35705 3.52984 0.1036 0.2571 0.2665 0.000
H -4.31514 1.01802 2.27875 0.1379 -0.0959 -0.2052 0.000
H -4.41407 1.75922 3.82512 0.5977 0.3721 0.2485 0.001
H -4.11894 3.46225 1.15525 -0.4809 -0.7583 1.0938 0.000
H -3.13275 2.39175 0.19177 0.3552 -0.3374 0.2774 0.000
H -2.65567 3.98109 0.74705 1.2113 -0.3694 0.1748 0.000
C 0.22953 -3.16366 -0.66587 1.0410 0.4603 -1.1596 0.001
S -0.22588 -2.54983 0.97273 -2.3676 1.5681 -0.6486 0.012
O -0.00894 -1.04774 1.17086 -0.1063 -4.5814 0.3034 0.029
C -2.07533 -2.63697 0.63256 0.1471 -0.0715 1.5341 0.003
H 1.31863 -3.14708 -0.70700 0.1300 -0.3369 0.2250 0.000
H -0.03959 -2.58950 -1.55244 -0.5109 0.7367 0.5068 0.000
H -0.13370 -4.16009 -0.91744 -0.0118 -0.2167 0.8401 0.000
H -2.46795 -1.73295 0.16707 0.7634 -0.1797 -0.6340 0.000
H -2.54774 -2.58184 1.61332 0.2161 -0.1729 0.3335 0.000
H -2.40088 -3.59229 0.22088 0.2657 0.1547 -0.3902 0.000
C -2.97843 -1.03523 -2.58727 -0.0146 -0.1993 0.1745 0.001
S -1.69408 0.30618 -2.35335 -0.8432 -0.4051 2.4166 0.001
O -1.08336 -0.09191 -0.94431 -1.7824 -0.5462 -4.7828 0.003
C -0.73371 -0.09448 -3.83790 1.1570 -0.9320 -0.2024 0.000
H -3.60734 -1.03107 -1.69701 0.3319 0.1921 0.1995 0.000
H -2.52404 -2.02208 -2.67533 0.4341 0.0898 0.2461 0.000
H -3.70106 -1.00990 -3.40291 0.3874 0.8405 -0.4324 0.000
H -0.52737 -1.16413 -3.87496 0.0519 -0.1417 0.1185 0.000
H 0.22439 0.42035 -3.90938 -0.0713 0.2288 0.6872 0.000
H -1.18863 0.14870 -4.79812 -0.8728 0.2480 0.4282 0.000
C 3.12448 1.52304 -2.78350 0.9006 0.1356 0.3723 0.000
S 3.08840 0.13601 -1.49854 -2.6902 1.5729 -0.3511 0.020
O 1.71064 0.34420 -0.83335 3.0658 -1.2458 -1.9598 0.042
C 2.76103 -1.18708 -2.69341 0.1426 1.0039 -0.1737 0.006
H 3.82712 1.39149 -3.60635 -0.0919 -0.9689 -0.1731 0.000
H 3.57033 2.42372 -2.36150 -0.6189 -0.0467 0.8165 0.000
H 2.12754 1.77194 -3.14719 -0.0632 -0.2533 0.3920 0.000
H 1.75394 -1.06447 -3.09194 -0.0152 0.0932 0.2753 0.000
H 2.88675 -2.18926 -2.28362 0.3964 0.2315 -0.1559 0.000
H 3.44410 -0.81882 -3.45885 0.2620 -1.1762 -0.3511 0.002